8 unconnected molecules or ions with the total composition C24H39F5O18. Source: OMol25; level of theory: wB97M-V/def2-TZVPD.

ORCA input file:
```
! RIJCOSX wB97M-V def2-TZVPD def2/J DEFGRID3
* xyz 0 1
O 14.7054 12.5278 14.5493
C 13.8065 13.2451 14.1814
O 12.8265 12.8090 13.3945
C 11.8394 13.7817 13.2045
C 12.2235 14.8275 14.2981
F 11.4856 14.6124 15.4365
O 13.5686 14.5791 14.5018
H 11.8912 14.1338 12.1742
H 10.8107 13.4256 13.2587
H 12.1382 15.8736 14.0040
O 17.7428 8.2022 12.4589
C 16.6910 8.7868 12.3651
O 16.4113 9.6811 11.3721
C 15.2542 10.4298 11.6660
C 14.6297 9.6307 12.8024
F 13.7372 8.7976 12.2716
O 15.7353 8.8877 13.3293
H 15.5887 11.3793 12.0839
H 14.6051 10.7768 10.8620
H 14.1019 10.2453 13.5316
O 13.9135 9.1040 22.8339
C 14.1299 9.2850 21.6243
O 15.0835 8.6441 20.8132
C 15.2027 9.3327 19.6161
C 13.7796 9.9484 19.5623
F 12.9180 9.0584 19.1917
O 13.6033 10.2320 20.9422
H 16.0042 10.0549 19.7717
H 15.4182 8.6640 18.7827
H 13.8018 10.7033 18.7763
O 10.8519 6.2901 14.5311
C 10.0516 6.4613 15.4689
O 9.3347 5.4255 15.9890
C 8.3522 5.9262 16.8310
C 8.8862 7.2787 17.2369
F 9.6358 7.2257 18.2992
O 9.6655 7.6186 16.1433
H 7.3913 6.0808 16.3402
H 8.1630 5.2912 17.6965
H 8.0852 7.9696 17.5000
O 8.8068 12.8402 11.2671
C 9.2671 12.0573 10.3874
O 8.7414 11.9561 9.1342
C 9.6854 11.2977 8.2989
C 10.4744 10.4498 9.2916
F 11.7044 10.3144 8.9280
O 10.4304 11.3255 10.3857
H 9.1591 10.6003 7.6472
H 10.2964 11.8823 7.6113
H 10.0394 9.4648 9.4615
C 10.2712 13.6148 21.2432
C 10.4518 13.8164 19.7154
C 11.0094 12.6427 18.9165
O 9.2108 14.3090 19.1507
H 9.4808 12.9250 21.5391
H 10.0221 14.5174 21.8011
H 11.2466 13.3178 21.6285
H 11.0822 14.7052 19.6907
H 11.1672 13.0212 17.9066
H 10.3171 11.8191 18.7420
H 11.8819 12.2865 19.4641
H 9.0570 14.0336 18.2440
C 8.1603 14.2213 15.1394
C 7.1717 13.3615 15.8961
C 6.6331 12.2572 15.0243
O 7.7841 12.7980 17.0964
H 8.2452 15.2535 15.4793
H 7.7462 14.4531 14.1581
H 9.1620 13.8141 15.0022
H 6.3126 14.0161 16.0428
H 5.9143 11.6054 15.5207
H 7.4285 11.6498 14.5924
H 6.1156 12.7346 14.1922
H 8.4728 12.1997 16.7976
C 11.6564 10.2762 16.0597
C 10.4781 11.0282 15.5270
C 10.2082 10.6483 14.0832
O 9.3585 10.7010 16.3052
H 11.8148 10.2755 17.1381
H 12.6055 10.6027 15.6347
H 11.4994 9.2364 15.7728
H 10.7336 12.0841 15.6163
H 9.5088 11.3809 13.6805
H 9.7538 9.6637 13.9731
H 11.0569 10.8036 13.4171
H 9.3945 9.7467 16.2075
*
```

Output
DFT total energy in eV: -75960.647
LUMO energy in eV: 0.0
Gap between HOMO and LUMO in eV: 9.351
SMILES string: O=C1OC[C@@H](F)O1.O=C1OC[C@@H](F)O1.O=C1OC[C@@H](F)O1.O=C1OC[C@@H](F)O1.O=C1OC[C@@H](F)O1.CC(C)O.CC(C)O.CC(C)O
Largest force on an atom in eV/A: 5.80